C41H65Cl4N9 | wB97M-V/def2-TZVPD

## Properties
E	-3934.55978	Eh
HOMO-LUMO gap	7.8	eV
E_HOMO	-7.957	eV
SMILES	ClC(Cl)(Cl)Cl.c1cc[nH]c1.c1cc[nH]c1.c1cc[nH]c1.c1cc[nH]c1.c1cc[nH]c1.c1cc[nH]c1.c1cc[nH]c1.CCN(CC)CC.CCN(CC)CC
largest force on an atom	3.90	eV/Å

Last column: Löwdin charge in e.
CARTESIAN COORDINATES (ANGSTROEM)
Cl  -0.148740  27.082810  -29.793950  0.47
C  1.136470  27.964990  -28.832010  -1.92
Cl  0.445100  29.081530  -27.691990  0.55
Cl  2.051130  26.631720  -27.977330  0.45
Cl  2.373040  28.837780  -29.912130  0.45
C  -1.476290  40.630600  -28.358350  -0.13
C  -2.514990  40.649660  -27.460400  -0.14
C  -3.726250  40.508400  -28.130290  -0.11
N  -3.418200  40.649090  -29.485110  0.00
C  -2.055000  40.764090  -29.582930  -0.16
H  -0.422750  40.575990  -28.127100  0.10
H  -2.504250  40.625240  -26.380730  0.09
H  -4.777020  40.335920  -27.949930  0.10
H  -4.038940  40.925600  -30.232320  0.14
H  -1.676810  41.055830  -30.551570  0.11
C  -6.897750  32.668970  -32.136630  -0.14
C  -7.003180  31.260660  -32.020440  -0.12
C  -6.949430  30.920480  -30.656840  -0.10
N  -6.727820  32.152270  -30.000340  -0.01
C  -6.849290  33.195820  -30.894770  -0.15
H  -6.983800  33.188250  -33.079680  0.09
H  -6.991690  30.540460  -32.825170  0.09
H  -6.885940  29.969710  -30.148500  0.10
H  -6.732690  32.252530  -28.995340  0.13
H  -6.831400  34.195800  -30.487170  0.11
C  -15.904550  29.892220  -22.960160  -0.13
C  -15.863820  30.335170  -24.283330  -0.11
C  -16.205090  31.666330  -24.205020  -0.17
N  -16.632550  31.956110  -22.972780  0.00
C  -16.392390  30.918080  -22.153670  -0.15
H  -15.518860  28.940030  -22.627060  0.09
H  -15.388630  29.846220  -25.120900  0.09
H  -15.967300  32.437410  -24.922850  0.11
H  -16.835640  32.853550  -22.556310  0.15
H  -16.470390  30.942070  -21.076760  0.10
C  -10.513600  24.432130  -21.578870  -0.11
C  -11.001030  25.701830  -21.302880  -0.12
C  -11.390880  25.661350  -20.003530  -0.16
N  -11.274040  24.388440  -19.508950  0.00
C  -10.714400  23.647600  -20.433420  -0.16
H  -10.010540  24.116280  -22.480840  0.09
H  -11.055780  26.551100  -21.967800  0.10
H  -11.562990  26.533700  -19.390520  0.10
H  -11.572570  24.053550  -18.604040  0.16
H  -10.526370  22.623300  -20.147310  0.11
C  -14.627400  37.756870  -22.321440  -0.14
C  -14.909550  37.549510  -23.646120  -0.14
C  -16.289970  37.539650  -23.863130  -0.08
N  -16.829680  37.700160  -22.532230  0.00
C  -15.809710  37.751010  -21.645000  -0.17
H  -13.683620  37.655700  -21.806230  0.10
H  -14.199050  37.510850  -24.458580  0.09
H  -16.887420  37.324570  -24.736740  0.09
H  -17.828310  37.775090  -22.401020  0.14
H  -16.038800  37.911740  -20.601880  0.11
C  -4.808260  26.583270  -18.983450  -0.13
C  -4.333000  25.366410  -19.428750  -0.12
C  -2.982640  25.248190  -19.001810  -0.11
N  -2.645930  26.481470  -18.513710  -0.02
C  -3.762130  27.239980  -18.358010  -0.15
H  -5.835230  26.893880  -19.107070  0.09
H  -4.943810  24.711230  -20.032130  0.09
H  -2.214340  24.490860  -19.052410  0.10
H  -1.780600  26.783210  -18.089140  0.15
H  -3.665960  28.169510  -17.816600  0.10
C  -14.921830  33.248850  -30.330590  -0.16
C  -14.330360  34.472850  -30.211260  -0.11
C  -12.953940  34.190640  -30.261410  -0.12
N  -12.783450  32.827390  -30.434800  0.00
C  -13.997480  32.250420  -30.462670  -0.15
H  -15.992830  33.147110  -30.425500  0.09
H  -14.874680  35.405630  -30.207600  0.09
H  -12.106550  34.855710  -30.183900  0.10
H  -11.881230  32.379130  -30.506650  0.15
H  -14.038260  31.179380  -30.595380  0.11
C  -5.240570  30.032250  -24.086930  -0.12
C  -6.246090  31.014020  -23.666150  -0.29
N  -6.107980  32.358950  -24.316440  -0.17
C  -4.856170  33.024120  -23.852500  -0.26
C  -4.321540  34.180550  -24.725320  -0.09
C  -7.259170  33.279550  -24.122130  -0.25
C  -8.469480  32.655110  -24.796580  -0.11
H  -5.751540  29.073340  -24.000290  0.07
H  -4.457870  29.887540  -23.342260  0.07
H  -4.967400  30.227790  -25.123870  0.09
H  -7.145770  30.562670  -24.084420  0.09
H  -6.427120  31.008730  -22.591300  0.12
H  -5.048040  33.461840  -22.872870  0.10
H  -4.023070  32.351080  -23.649880  0.11
H  -4.160660  33.719710  -25.699920  0.07
H  -4.965740  35.055030  -24.816980  0.06
H  -3.387610  34.595930  -24.346740  0.07
H  -7.143280  34.177450  -24.729120  0.11
H  -7.483380  33.433550  -23.066620  0.11
H  -9.302300  33.358000  -24.817460  0.07
H  -8.877110  31.769370  -24.309340  0.06
H  -8.185960  32.514130  -25.839580  0.07
C  -7.391470  36.807600  -17.860790  -0.10
C  -8.622140  36.239830  -17.282170  -0.30
N  -8.479790  35.636070  -15.947910  -0.16
C  -8.255410  36.677260  -14.865400  -0.24
C  -9.367590  37.627700  -14.430990  -0.10
C  -9.601970  34.753590  -15.495420  -0.25
C  -9.320860  33.289150  -15.928170  -0.08
H  -6.579820  36.080180  -17.873500  0.08
H  -7.084290  37.640580  -17.228420  0.06
H  -7.452380  37.221180  -18.867440  0.08
H  -9.477250  36.908020  -17.384160  0.11
H  -8.932850  35.416500  -17.925360  0.11
H  -8.010260  36.054050  -14.005390  0.10
H  -7.365870  37.282090  -15.041450  0.10
H  -9.053930  38.514140  -13.879680  0.07
H  -10.085110  37.889940  -15.208500  0.06
H  -10.080110  37.134020  -13.770150  0.06
H  -10.545380  35.112530  -15.906800  0.11
H  -9.833660  34.835180  -14.433460  0.10
H  -9.285040  33.203380  -17.014200  0.06
H  -10.111710  32.679690  -15.490870  0.06
H  -8.377470  32.945400  -15.503990  0.07

Atoms 1-2, force components in eV/Å:
Cl 0.9310 1.1143 0.4674
C 0.9290 -1.1489 -0.7239